Computed, not measured: a molecular structure, CH4OS2 in a non-equilibrium geometry, with ωB97M-V/def2-TZVPD.

```
8
Properties=species:S:1:pos:R:3:lowdin_charge:R:1
S 2.619 -0.316 -0.566 0.575
S 0.582 -0.994 1.053 0.414
O 1.853 -0.276 -1.991 -0.602
C -0.719 0.035 0.280 -0.541
H -1.674 -0.022 0.974 0.075
H -0.799 -0.230 -0.800 0.023
H -0.209 1.005 0.489 0.004
H 2.241 -1.050 -2.491 0.052
```

Output
Highest occupied orbital energy (spin up / spin down) (eV): -8.67 / -8.67
Charge: 0
Energy (a.u.): -912.01843
Relative energy (zero: lowest compared OMol25 entry of this formula, charge and spin) (eV): 1.9897
Max |F| (hartree/bohr): 0.0651
Gap between HOMO and LUMO (spin up / spin down) (Ha): 0.267 / 0.267

=====

Computed, not measured: 5 unconnected molecules or ions with the total composition C40H51N3O16P in a non-equilibrium geometry, with ωB97M-V/def2-TZVPD.

```
111
Properties=species:S:1:pos:R:3:lowdin_charge:R:1
P 1.140 -5.581 0.769 0.945
O 7.915 7.451 -5.858 0.084
O -0.306 3.415 5.418 0.071
O 1.141 4.877 -6.725 0.087
O 4.900 3.394 -1.062 0.082
O 1.219 3.604 3.144 0.085
O -1.464 4.039 -6.940 0.116
O 3.438 3.152 1.248 0.110
O 6.454 7.209 -3.548 0.111
O -1.571 2.252 -2.563 0.074
O 3.524 7.452 4.641 0.086
O 1.004 3.169 -2.318 0.101
O 2.062 7.210 6.952 0.115
O 4.086 3.414 -5.081 0.050
O 2.595 -0.454 -2.560 0.105
O 5.611 3.603 -7.356 0.110
O 1.070 -0.643 -0.285 0.027
N 1.095 -4.772 2.398 -0.095
N -1.145 -3.815 1.734 0.042
N -0.080 -3.320 4.151 0.026
C 3.801 -6.506 1.273 -0.197
C 1.415 4.455 4.005 -0.300
C 3.219 2.321 0.373 -0.290
C 2.930 -5.724 0.114 -0.409
C 3.777 1.475 -1.870 0.074
C -1.656 -2.378 1.951 -0.293
C 5.232 5.314 -4.260 0.080
C -4.283 -3.515 0.943 -0.219
C 2.401 5.534 3.833 0.081
C -0.905 3.815 -5.872 -0.300
C 0.000 -3.976 2.756 -0.206
C -10.889 -3.036 1.596 -0.162
C 5.028 4.415 -5.226 -0.202
C -5.755 -3.944 0.273 -0.212
C 6.234 6.378 -4.423 -0.301
C -8.425 -4.085 0.931 -0.212
C -0.407 -1.393 2.466 -0.126
C 5.807 4.454 -6.495 -0.302
C 6.792 5.533 -6.666 0.080
C 0.637 4.416 5.274 -0.209
C -0.946 2.906 -3.608 -0.206
C -0.917 -7.488 1.827 -0.182
C 0.456 3.363 -3.397 -0.288
C 1.843 6.379 6.077 -0.302
C 6.993 6.433 -5.702 -0.206
C 0.840 5.315 6.239 0.081
C -2.241 -1.680 0.588 -0.154
C 0.624 -7.410 1.201 -0.398
C 2.601 6.434 4.797 -0.204
C -7.003 -3.236 1.124 -0.210
C 2.216 1.257 0.536 0.085
C 2.791 0.397 -1.699 -0.312
C -3.669 -2.282 0.054 -0.207
C 0.252 -1.868 3.890 -0.194
C -1.578 3.120 -4.764 0.082
C 0.506 4.247 -5.670 -0.199
C 2.013 0.358 -0.430 -0.208
C 3.977 2.376 -0.906 -0.205
C 1.137 4.036 -4.514 0.078
C -9.674 -3.096 0.462 -0.259
H 2.161 4.347 -4.353 0.113
H -1.463 -1.650 -0.299 0.118
H -1.905 -4.437 2.147 0.118
H -0.262 2.894 4.587 0.106
H 7.876 7.969 -5.024 0.118
H 1.867 -4.917 3.116 0.130
H -1.731 -7.241 1.019 0.078
H -10.469 -2.615 2.612 0.077
H 0.475 4.912 -7.447 0.120
H 0.739 -3.768 4.664 0.127
H -2.597 2.795 -4.930 0.139
H 3.485 7.970 5.475 0.119
H 4.861 3.911 -0.228 0.119
H -2.447 -0.536 0.862 0.130
H 4.674 5.296 -3.332 0.129
H 3.553 -6.065 2.344 0.056
H -9.307 -1.987 0.250 0.101
H 4.938 -6.333 1.008 0.091
H 0.804 -8.148 0.311 0.102
H 4.129 2.893 -5.913 0.124
H 1.441 -1.809 3.821 0.136
H -4.466 -1.409 0.031 0.121
H -5.866 -5.120 0.253 0.107
H 0.401 -1.457 1.600 0.109
H -4.378 -3.243 2.084 0.107
H -0.048 -1.222 4.820 0.135
H 2.928 -6.450 -0.833 0.112
H -3.586 -4.464 0.748 0.104
H -8.638 -4.572 1.990 0.110
H -11.786 -2.352 1.266 0.074
H -8.240 -4.980 0.169 0.110
H -5.792 -3.586 -0.864 0.122
H 3.542 -7.666 1.334 0.088
H -11.322 -4.136 1.707 0.084
H -1.170 -8.578 2.223 0.092
H -6.717 -3.160 2.273 0.110
H 1.114 -1.164 -1.117 0.117
H 2.947 5.560 2.899 0.133
H -3.505 -2.595 -1.085 0.126
H -2.437 -2.359 2.849 0.157
H 1.334 -7.708 2.113 0.079
H -10.189 -3.506 -0.532 0.109
H -0.908 2.222 -1.839 0.108
H 3.372 -4.686 -0.210 0.090
H -0.736 -0.273 2.561 0.133
H -1.006 -6.784 2.785 0.067
H 4.323 1.502 -2.805 0.135
H 7.338 5.559 -7.601 0.140
H 0.283 5.298 7.167 0.139
H -7.137 -2.160 0.624 0.108
H 1.659 1.239 1.464 0.125
```

Output
Highest occupied orbital energy (eV): -11.13
Charge: +1
Energy (a.u.): -3263.67879
Max |F| (hartree/bohr): 0.0929
Gap between HOMO and LUMO (Ha): 0.266

=====

Computed, not measured: a molecular structure, C28H52Ge2NO2OsS, with ωB97M-V/def2-TZVPD.

```
87
Properties=species:S:1:pos:R:3:lowdin_spin:R:1
Os -0.206 0.121 0.107 2.453
Ge 1.236 1.911 1.032 0.038
Ge -1.067 -0.125 2.495 0.021
S 0.804 -0.018 -3.190 0.011
O 0.980 0.652 -1.814 0.065
O -0.955 -1.665 -1.184 0.047
N -1.204 -3.891 -1.080 0.003
C -1.542 0.890 5.617 -0.001
C -0.551 -2.773 -0.769 0.009
C -0.369 0.993 -4.108 0.005
C 0.164 2.432 7.134 0.000
C -0.470 1.507 4.983 -0.001
C -0.474 -1.824 3.240 0.005
C -2.789 2.222 -0.492 0.110
C 0.673 -2.872 0.087 0.013
C 3.083 1.282 0.993 0.010
C 0.391 2.271 5.776 0.000
C -2.586 2.964 0.838 0.006
C -0.224 1.341 3.511 -0.005
C -2.000 0.938 -0.597 0.784
C -0.928 1.822 7.743 0.000
C -3.000 -0.361 2.213 0.032
C 3.456 -0.439 -3.530 0.000
C 2.299 0.406 -4.044 0.002
C 4.027 2.107 1.881 0.001
C -4.050 -0.012 3.272 0.006
C 0.675 2.098 2.871 0.009
C 1.097 3.636 0.152 0.011
C -1.781 1.043 6.979 0.000
C -4.281 1.883 -0.662 0.035
C -2.388 3.128 -1.673 0.043
C -1.377 0.132 -4.865 0.000
C 1.165 -1.486 0.481 0.150
C 1.734 4.764 0.980 0.001
C -1.142 -2.202 4.569 0.000
H -1.533 3.019 1.120 0.003
H -4.460 1.370 -1.612 0.001
H -2.236 -2.218 4.488 0.000
H 4.377 -0.153 -4.037 0.000
H -0.827 -3.200 4.882 0.000
H -2.867 4.107 -1.575 0.007
H 0.848 3.032 7.723 0.000
H 1.562 3.544 -0.834 0.000
H 0.443 -3.491 0.954 0.000
H -0.878 -4.790 -0.772 0.000
H -2.721 2.684 -2.618 0.001
H 0.042 3.850 -0.009 0.000
H 3.080 0.240 1.320 -0.001
H 3.286 -1.502 -3.714 0.000
H -3.968 -0.629 4.170 0.001
H -3.213 0.177 1.293 0.017
H -1.310 3.279 -1.730 0.003
H 0.613 -1.806 3.342 0.000
H -5.050 -0.182 2.861 0.001
H 2.090 0.234 -5.105 0.000
H -0.910 -0.409 -5.691 0.000
H 0.194 1.658 -4.765 0.000
H -3.061 -1.426 1.956 0.000
H -0.718 -2.575 2.481 0.000
H 2.446 1.473 -3.871 0.000
H 4.115 3.141 1.548 0.000
H -2.163 0.763 -5.285 0.000
H 1.328 4.806 1.995 0.000
H 3.604 -0.290 -2.457 0.000
H 1.262 2.741 5.336 0.000
H 3.407 1.289 -0.052 0.000
H -1.101 1.945 8.806 0.000
H -0.836 1.591 -3.324 0.003
H 1.531 5.730 0.513 0.001
H 1.933 -1.128 -0.214 0.026
H -2.028 -3.842 -1.655 0.000
H 1.588 -1.489 1.480 0.019
H 1.181 2.892 3.430 0.000
H 2.817 4.665 1.060 0.000
H -2.630 0.547 7.439 0.000
H -0.878 -1.507 5.370 0.000
H 1.429 -3.417 -0.486 0.002
H -4.649 1.247 0.149 0.001
H -2.968 3.986 0.770 0.000
H -1.845 -0.600 -4.202 0.000
H -2.145 0.459 -1.582 0.049
H 3.692 2.121 2.922 0.000
H -2.206 0.275 5.040 0.000
H 5.032 1.679 1.870 0.001
H -3.118 2.468 1.656 0.000
H -3.998 1.035 3.578 0.000
H -4.868 2.811 -0.658 0.005
```

Output
Expectation value of S²: 6.022
Spin multiplicity: 5
Highest occupied orbital energy (spin up / spin down) (eV): -9.80 / -10.51
Charge: +1
Energy (a.u.): -5945.64258
Relative energy (zero: lowest compared OMol25 entry of this formula, charge and spin) (eV): 0.0955
Max |F| (hartree/bohr): 0.0178
Gap between HOMO and LUMO (spin up / spin down) (Ha): 0.282 / 0.231

=====

Computed, not measured: a single C17H22F6N2 molecule in a non-equilibrium geometry, with ωB97M-V/def2-TZVPD.

```
47
Properties=species:S:1:pos:R:3:lowdin_charge:R:1
F -2.198 -0.028 -6.492 0.128
F -3.465 -0.047 -4.712 0.121
F 2.245 -2.344 -5.387 0.141
F -2.313 1.786 -5.203 0.114
F 3.017 -0.280 -5.165 0.143
F 3.356 -1.791 -3.609 0.107
N -1.949 -0.005 3.232 0.051
N -0.666 -0.786 -0.660 -0.091
C 1.108 -0.944 -3.936 -0.080
C -0.147 0.034 1.612 -0.266
C 2.243 2.823 5.043 -0.132
C 1.058 1.381 3.386 -0.260
C -1.354 -0.188 -2.910 0.056
C 0.085 -0.501 -4.815 0.037
C 2.263 1.497 4.299 -0.295
C 1.018 0.059 2.656 -0.172
C -1.381 -0.713 2.114 -0.395
C -2.440 -0.833 1.013 -0.139
C 2.444 -1.325 -4.531 -0.548
C -1.124 -0.050 -4.321 -0.077
C 0.850 -1.058 -2.557 0.062
C -1.860 -1.516 -0.233 -0.158
C -2.281 0.409 -5.205 -0.512
C -0.383 -0.665 -2.066 -0.205
C 0.439 -0.578 0.329 -0.122
H -1.079 -1.712 2.408 0.147
H 0.941 -1.530 0.555 0.128
H -2.271 0.132 -2.480 0.117
H -2.627 -1.578 -1.041 0.129
H -2.818 0.137 0.728 0.113
H 1.201 0.114 -0.058 0.134
H 1.986 -0.025 2.165 0.107
H -2.143 0.980 3.010 0.095
H -3.271 -1.436 1.407 0.118
H 1.234 2.958 5.505 0.080
H -0.404 1.079 1.336 0.152
H 2.437 3.656 4.325 0.082
H 3.248 1.427 3.777 0.117
H 0.955 -0.788 3.357 0.127
H 0.308 -0.448 -5.891 0.140
H 2.210 0.606 4.992 0.124
H 1.600 -1.486 -1.925 0.117
H 1.101 2.169 2.636 0.115
H 3.017 2.830 5.825 0.068
H 0.159 1.575 3.960 0.101
H -2.783 -0.469 3.531 0.066
H -1.567 -2.527 -0.007 0.112
```

Output
Highest occupied orbital energy (eV): -8.36
Charge: 0
Energy (a.u.): -1369.72739
SMILES: CCCC[C@H]1CN(c2cc(C(F)(F)F)cc(C(F)(F)F)c2)CC[C@@H]1N
Max |F| (hartree/bohr): 0.0438
Gap between HOMO and LUMO (Ha): 0.323